C4H8AgBrO2S | the ωB97M-V functional and the def2-TZVPD basis

Values from the calculation:
- Frontier orbital gap (alpha / beta): 0.32746 / 0.21745 hartree
- Multiplicity: 2
- Charge: +1

Last column: Mulliken charge in e.
CARTESIAN COORDINATES (ANGSTROEM)
1 Ag -2.930 -3.322 -0.285  0.722
2 Br -4.125 -0.841 -0.571  0.135
3 C 0.478 1.598 -0.169  -0.652
4 C 1.443 0.792 0.744  -0.694
5 C 0.719 -0.496 1.172  -0.685
6 S 0.131 -1.040 -0.450  0.866
7 O -0.988 -1.968 -0.354  -0.377
8 O 1.255 -1.428 -1.263  -0.568
9 C -0.404 0.603 -0.941  -0.373
10 H 1.131 2.176 -0.823  0.252
11 H -0.130 2.314 0.377  0.373
12 H 1.829 1.395 1.557  0.378
13 H 2.257 0.428 0.113  0.364
14 H -0.137 -0.258 1.808  0.303
15 H 1.346 -1.229 1.672  0.420
16 H -1.426 0.680 -0.558  0.107
17 H -0.447 0.595 -2.028  0.428

Cartesian forces, eV/Å:
Ag 0.27 0.41 -0.07
Br 0.07 -0.23 0.02
C 1.00 -0.11 -0.38
C -0.31 -0.59 -0.53
C -0.26 0.58 0.06
S 1.22 0.59 0.33
O -0.74 -0.31 0.10
O -0.48 -0.06 0.27
C -0.81 -0.38 0.51
H -0.31 0.05 -0.21
H -0.12 -0.15 0.14
H -0.01 -0.12 0.16
H 0.29 0.42 0.21
H -0.13 -0.22 -0.13
H 0.04 -0.17 -0.29
H -0.03 -0.03 -0.19
H 0.31 0.32 0.00


C4H8AlO3 | the ωB97M-V functional and the def2-TZVPD basis

Values from the calculation:
- Frontier orbital gap: 0.24174 hartree
- Charge: +1

Last column: Mulliken charge in e.
CARTESIAN COORDINATES (ANGSTROEM)
1 C -0.417 -1.778 0.098  -0.600
2 H -0.961 -2.036 1.016  0.300
3 H 0.611 -2.153 0.101  0.259
4 H -0.899 -2.218 -0.786  0.322
5 O 2.003 0.125 1.471  -0.478
6 C 2.721 0.364 0.221  -0.562
7 H 3.570 1.063 0.375  0.257
8 H 3.151 -0.580 -0.178  0.203
9 O -0.396 2.248 0.018  -0.199
10 C -1.455 1.766 -0.350  0.041
11 C -1.653 0.288 -0.410  -0.285
12 O -0.429 -0.324 -0.123  0.165
13 Al 0.935 0.801 0.228  0.397
14 H -2.329 2.406 -0.556  0.412
15 H -1.998 0.020 -1.425  0.376
16 H -2.455 0.011 0.298  0.391

Cartesian forces, eV/Å:
C -0.37 -0.95 -0.66
H 0.28 0.32 -0.24
H -0.15 0.61 0.30
H -0.03 0.13 0.35
O -1.88 0.60 -0.40
C 2.28 -0.30 -0.43
H -0.64 -0.21 -0.32
H -0.36 0.55 -0.02
O 0.91 -0.74 0.00
C -1.18 0.03 0.41
C -1.11 0.01 -0.76
O 0.01 -0.43 0.36
Al 1.62 0.35 1.35
H 0.35 -0.04 -0.10
H 0.03 0.03 0.27
H 0.26 0.05 -0.10


C4H8BNO3Yb | the ωB97M-V functional and the def2-TZVPD basis

Values from the calculation:
- Frontier orbital gap: 0.24933 hartree
- Charge: +2

Last column: Mulliken charge in e.
CARTESIAN COORDINATES (ANGSTROEM)
1 O 0.577 -2.350 1.336  -0.433
2 C 0.595 -1.282 0.716  0.279
3 N 1.815 -0.415 0.914  -0.363
4 C 1.832 0.771 0.003  -0.119
5 C 0.335 0.748 -0.643  -0.887
6 C -0.427 -0.628 -0.336  0.332
7 B -1.968 -0.311 0.102  0.233
8 O -2.991 -1.129 -0.524  -0.476
9 O -2.398 0.717 1.000  -0.481
10 H 1.718 -0.042 1.871  0.357
11 H 1.802 1.671 0.716  0.428
12 H 2.747 0.892 -0.713  -0.138
13 H 0.245 1.105 -1.758  0.474
14 H -0.217 1.591 -0.089  0.306
15 H -0.537 -1.358 -1.206  0.260
16 H -3.448 -0.486 -1.128  0.331
17 H -2.249 0.486 1.942  0.346
18 Yb 2.569 0.020 -2.204  1.551

Cartesian forces, eV/Å:
O -0.63 3.92 -2.48
C 0.40 -2.61 1.65
N -0.98 0.88 -1.31
C -2.45 0.71 3.16
C -0.64 0.95 -1.19
C 2.10 -0.21 0.00
B -3.15 -0.76 0.90
O 2.41 2.88 -0.21
O 1.68 -1.91 -0.95
H 0.82 -0.71 -0.32
H 0.86 -0.91 -1.76
H -0.68 1.36 3.99
H 0.18 -0.56 1.46
H 0.84 -1.17 -0.88
H 0.34 0.93 0.93
H -0.33 -1.04 0.81
H -0.19 0.42 -0.60
Yb -0.56 -2.17 -3.19


M for the records above, in order: 307.94; 131.09; 301.96 Da